(1)
C44H50BF10N9S3Sc | ωB97M-V/def2-TZVPD

The geometry in ORCA input format:
```
! RIJCOSX wB97M-V def2-TZVPD def2/J DEFGRID3
* xyz 1 1
H -6.78 -1.75 1.96
C 0.03 3.72 2.88
C -3.24 -0.11 3.11
H 6.49 2.07 2.12
H 3.90 -4.03 0.21
H -5.74 1.05 2.83
N 0.31 -2.00 0.00
N 4.16 1.93 -0.32
H -3.69 -2.34 -3.84
H 3.08 3.24 4.65
C 0.91 6.30 2.55
N -0.90 -0.49 -1.76
C 3.50 2.30 -4.50
H 6.08 2.87 -0.21
H -0.01 -1.94 -4.35
C -3.27 -1.54 -3.24
F 1.74 0.75 -4.24
H -2.53 -1.29 -5.89
H 0.41 3.98 -2.61
C -0.73 2.20 -2.28
H -2.27 0.49 5.53
C -5.73 -1.64 2.23
C -2.93 -4.38 -0.23
C 3.00 1.37 -2.36
C -1.94 -1.07 -3.84
S 0.71 -0.24 2.12
H 3.39 -5.07 -1.13
C -1.44 0.27 4.86
N -1.49 -0.50 1.20
H -0.74 1.10 4.87
C 2.73 1.47 -3.71
C 0.89 -4.51 -0.72
H -1.30 -5.80 1.48
C -0.45 6.06 2.72
C -1.35 -0.03 -2.90
F -0.46 2.48 3.05
H -5.34 1.66 1.21
C 5.53 2.02 0.18
C -2.17 -0.50 -5.23
C 1.61 -2.33 -0.05
H -1.08 4.24 -1.74
C 4.74 2.93 -2.54
C -1.92 0.01 3.48
C -0.63 3.67 -2.55
C -3.63 -0.40 1.78
C -0.97 -2.26 -3.94
H -6.85 0.77 1.49
N -0.33 0.33 -0.86
H -1.13 3.91 -3.49
C -1.36 -6.20 0.46
H -0.92 -0.61 5.25
C 3.41 3.00 3.63
C 5.16 -0.08 2.39
C 1.93 -3.66 -0.52
F 5.25 3.86 -4.63
C -1.61 -5.07 -0.55
H 6.09 -0.04 2.96
C -0.88 4.76 2.87
Sc 2.64 1.52 1.06
F -2.18 4.50 3.03
H -6.34 -0.85 -0.30
H -5.23 -2.59 2.03
S 2.89 -1.31 0.45
C 5.49 2.20 1.69
H -2.92 -3.95 0.77
C -5.10 -0.50 1.42
F 3.26 2.40 -5.81
H 6.11 1.12 -0.09
C 4.01 2.08 -1.69
C -1.03 -0.17 2.40
H -1.39 -3.02 -4.60
C -1.30 1.35 -3.18
H -0.43 -6.74 0.25
H -1.83 -4.88 -2.71
H 5.37 -0.44 1.39
F -1.32 7.07 2.72
H 3.84 -3.38 -1.41
H 4.47 -0.78 2.87
H 4.07 3.83 3.34
H -1.25 -0.10 -5.67
B -0.15 -0.60 0.39
H 5.16 3.21 1.90
H -0.76 -6.20 -2.23
H -2.93 0.29 -5.23
H -3.74 -5.12 -0.28
H -5.69 -1.45 3.31
H -3.12 -1.89 -2.22
F 1.35 7.54 2.37
C 1.80 5.24 2.54
C -5.79 0.83 1.76
H -3.15 -3.59 -0.94
H -0.80 -2.70 -2.96
H 1.08 -5.52 -1.06
H 5.12 1.89 4.29
C 4.21 1.72 3.70
H -4.83 -0.02 -0.69
H -4.01 0.01 3.86
C 1.41 3.90 2.72
H -1.69 1.73 -4.11
C -5.28 -0.80 -0.07
H -4.00 -0.72 -3.21
N -0.71 -2.86 -0.15
C -0.45 -4.09 -0.47
H -2.50 -6.36 -2.03
H 3.64 0.92 4.17
F 3.08 5.52 2.28
N 4.55 1.26 2.33
S 0.68 2.73 -0.06
C 4.51 3.03 -3.90
N -2.75 -0.60 0.83
F 5.69 3.75 -2.06
C 3.34 -4.06 -0.73
H -4.82 -1.74 -0.35
H -2.18 -6.91 0.42
N 2.29 2.83 2.71
C -0.17 1.65 -1.08
C -1.67 -5.66 -1.97
F 2.21 0.54 -1.64
*
```

Output
Strongest force on any atom   0.7 eV/Å
M   1046.9 u
HOMO-LUMO gap   6.802 eV
LUMO level   -3.182 eV
HOMO level   -9.98 eV
Calculated total energy   -140906.3403 eV
Energy relative to the best compared isomer or geometry (same formula, charge and spin)   0.321 eV

***

(2)
C44H50BN12O6S3Yb | ωB97M-V/def2-TZVPD

The geometry in ORCA input format:
```
! RIJCOSX wB97M-V def2-TZVPD def2/J DEFGRID3
* xyz 0 2
C 2.50 1.90 -2.56
N -1.76 2.00 -1.05
H -3.65 3.50 -0.92
C -0.29 2.12 -2.61
C 2.09 3.71 4.38
C -2.62 -0.97 -4.12
H 2.35 -5.62 0.46
Yb 0.39 -0.07 -0.08
H 2.54 1.75 5.05
H -2.30 -4.38 2.82
C -2.01 -1.64 4.56
C 1.64 4.52 3.31
O 1.05 2.05 0.78
H 4.76 -1.52 -1.38
C -5.58 3.11 -0.07
O -1.44 0.90 0.92
C 3.53 -3.20 -0.81
C 3.49 1.46 -0.57
C -2.89 -3.04 -0.12
C 1.83 -4.68 0.47
C 1.92 -3.44 -4.31
H 4.18 -2.67 -5.80
N -0.58 1.53 -1.51
H 4.67 0.03 -5.61
H 5.48 3.44 -2.44
H -3.02 -1.96 -4.36
H -2.94 -0.28 -4.89
H -5.05 -0.08 -1.84
H -3.50 0.62 4.56
N 2.97 0.00 -4.34
H -1.53 -1.02 -4.12
C 1.27 3.96 2.13
C 3.66 -1.90 -5.27
C 1.35 2.55 1.90
H 2.32 -0.22 3.75
H 3.56 3.14 -3.96
C -2.08 -0.61 5.64
H -7.35 2.44 0.95
C 1.04 3.44 -4.35
C -0.69 -0.45 6.27
H -2.76 0.03 1.85
O -3.74 0.00 1.95
C -2.52 -2.95 4.51
H -0.03 -5.06 1.62
H 5.62 -3.66 -0.58
N -1.36 -1.37 3.44
H 3.43 0.95 0.38
H -0.36 -1.13 1.37
C -5.66 1.24 1.45
H -2.80 -0.93 6.41
S 0.77 -0.76 -2.98
H 0.92 4.57 1.31
C 4.59 2.24 -0.89
H 3.89 -1.33 0.15
H 1.41 4.14 -3.60
S 1.07 1.67 -3.66
H -2.69 0.46 -2.52
C -2.13 -3.43 3.28
N 2.46 1.28 -1.40
H 5.40 2.35 -0.19
H 1.59 5.59 3.46
N 1.31 -2.53 0.15
N 2.50 4.30 5.61
H 1.66 3.45 -5.24
C -4.29 1.02 1.30
C -4.66 -0.34 -2.82
H -0.77 3.04 -5.46
H 3.45 -3.59 -1.83
C -2.53 0.72 5.04
C -4.23 2.89 -0.25
N -1.76 -1.28 -0.81
C 4.68 -3.92 -0.11
H -6.21 0.58 2.11
C 2.18 -0.98 -3.96
H 4.56 -5.00 -0.15
C -0.41 3.70 -4.67
C 1.83 1.74 3.01
H -6.08 3.91 -0.59
C 3.82 -1.71 -0.87
B -0.83 -2.23 1.29
C -3.57 1.86 0.43
C 4.63 2.85 -2.13
H -4.92 0.45 -3.51
C -3.52 -2.59 -1.26
N -1.85 -2.24 0.13
C 2.00 0.33 2.84
C -2.78 -1.46 -1.66
C -2.16 1.57 0.14
H -0.70 0.34 7.02
H 1.90 -3.99 -5.26
O 2.87 3.56 6.50
C 3.90 -0.57 -5.16
C 3.56 2.69 -2.99
H 3.02 -1.19 -1.39
H -3.15 -3.86 0.52
H 0.02 -0.18 5.49
C 2.17 2.34 4.22
H 2.46 -4.04 -3.58
C 0.62 -4.41 1.07
H -2.59 1.50 5.80
C -3.14 -0.51 -2.76
N -1.43 -2.45 2.66
H -3.09 -3.46 5.26
C -6.29 2.28 0.79
C 2.24 -3.47 -0.09
H 4.73 -3.61 0.93
N 2.55 -2.17 -4.50
O 1.86 -0.29 1.79
H -0.37 -1.37 6.74
H 0.91 -3.27 -3.96
S -1.39 3.36 -3.15
N 0.34 -3.12 0.87
H -1.81 1.03 4.28
H -4.39 -3.00 -1.73
H -0.60 4.74 -4.94
O 2.47 5.51 5.70
H -5.13 -1.26 -3.15
*
```

Output
Strongest force on any atom   1.6 eV/Å
Expectation value of S²   0.75
M   1123.0 u
HOMO-LUMO gap (spin up / spin down)   7.783 / 7.767 eV
LUMO level (spin up / spin down)   -0.128 / -0.143 eV
HOMO level (spin up / spin down)   -7.91 / -7.91 eV
Calculated total energy   -141320.1289 eV

***

(3)
C44H51AuFN5O3Sb | ωB97M-V/def2-TZVPD

The geometry in ORCA input format:
```
! RIJCOSX wB97M-V def2-TZVPD def2/J DEFGRID3
* xyz 3 1
N -0.95 -0.54 5.91
H -3.38 0.33 -0.88
C 3.29 2.57 -2.70
H -5.97 1.50 -4.10
H 0.65 4.24 5.21
C -0.88 0.78 0.38
H -0.49 4.13 0.82
H -1.47 4.04 3.84
N 0.33 -0.86 8.19
C 2.30 -0.86 -4.53
H 2.23 2.53 -2.45
Sb 1.67 -0.39 -2.52
H 0.21 0.94 -6.55
C -0.88 -1.93 6.34
C 1.23 -3.88 0.17
C 1.88 -1.53 0.71
H 4.70 -2.77 -5.90
C 0.80 -4.64 -2.06
C -0.52 3.85 3.35
C -1.14 -1.16 3.54
H 4.02 -1.75 -1.10
H -3.49 1.80 -1.86
C -0.79 1.49 2.79
H 1.82 -0.25 -7.80
H -0.09 -2.43 5.78
C 3.87 -2.08 -5.84
C -1.46 0.32 6.95
N -3.39 0.02 -2.94
C 3.36 -1.74 -4.60
H 3.39 2.40 -3.78
C -0.55 -2.00 7.84
H 3.67 3.57 -2.50
C -0.70 2.16 0.08
C 6.16 0.85 -0.94
H -1.45 -1.93 8.45
C -0.41 0.43 8.08
H -0.24 0.25 -4.98
H 5.76 2.82 -1.65
C -5.52 0.51 -4.04
O 0.13 2.01 -2.13
C -0.84 1.12 4.14
H 1.75 -0.53 0.30
H 0.99 5.09 2.25
C -0.73 2.59 -1.39
H -5.78 -2.03 -3.52
H 1.12 -0.86 7.53
O -1.03 -0.15 -0.46
H -5.82 1.70 -1.76
H -5.92 -0.10 -4.86
C 1.04 -3.36 -2.53
H 1.28 -1.62 1.61
H -1.22 -1.60 1.46
C -1.10 -0.84 2.21
H 3.80 -2.15 -3.70
C -0.92 0.49 1.80
H -0.06 -2.94 8.06
F -1.32 -2.47 3.83
O -1.60 3.37 -1.72
C 3.31 -1.55 -6.98
H -0.73 1.90 4.87
H 0.97 -3.16 -3.59
H 1.55 3.32 3.93
C 4.39 -0.74 -1.20
C -3.79 -1.37 -2.82
H -1.82 -2.48 6.17
H 0.71 -0.97 9.14
C -1.00 -0.20 4.56
N -0.61 2.79 2.38
H -3.64 1.64 -4.22
C 1.72 -0.30 -5.66
H -3.60 0.05 -5.01
C 4.08 1.54 -1.97
C 0.74 3.99 4.16
C 1.41 -2.35 -1.65
H -5.66 -1.88 -1.76
H 0.68 -5.88 -0.32
H -5.71 0.25 -0.75
C 2.25 -0.67 -6.90
C 3.60 0.25 -1.76
H -2.39 -0.09 7.35
H 0.54 -5.43 -2.75
H 0.91 1.59 -5.06
H -3.33 -1.81 -1.93
H 0.30 1.23 7.87
H 3.71 -1.81 -7.95
C 0.89 -4.89 -0.70
C 5.68 -0.44 -0.80
C -5.36 -1.43 -2.71
C 0.59 0.68 -5.57
H -1.69 1.32 6.58
C -0.59 3.09 1.07
H 1.31 -4.08 1.23
H -0.90 0.65 9.03
H 0.03 5.99 3.48
C 1.49 -2.59 -0.28
H 6.31 -1.21 -0.40
C -3.83 0.77 -1.77
H 2.92 -1.65 1.00
C 0.39 5.03 3.14
Au -1.03 0.10 -2.83
N -5.85 -0.09 -2.79
H 7.16 1.10 -0.61
C -5.39 0.70 -1.69
C -3.96 0.60 -4.14
H -3.46 -1.92 -3.70
C 5.37 1.83 -1.52
*
```

Output
Strongest force on any atom   2.8 eV/Å
M   1035.6 u
HOMO-LUMO gap (spin up / spin down)   3.399 / 3.414 eV
LUMO level (spin up / spin down)   -10.551 / -10.546 eV
HOMO level (spin up / spin down)   -13.95 / -13.96 eV
Calculated total energy   -72968.2956 eV

***

(4)
C44H51CaN5O8P2Se2 | ωB97M-V/def2-TZVPD

The geometry in ORCA input format:
```
! RIJCOSX wB97M-V def2-TZVPD def2/J DEFGRID3
* xyz 0 1
H -0.32 2.97 2.89
H -7.07 1.31 -2.05
N 1.29 1.62 -0.51
C 4.16 -1.51 2.13
H -1.76 -3.16 2.70
H 6.65 -3.32 3.51
C 3.83 -0.11 -4.77
C 5.84 4.77 -2.68
C 5.12 3.73 -0.21
O -2.00 -2.16 0.11
Ca -0.97 -0.15 1.00
C -2.49 -2.02 -1.24
C 3.34 0.95 -0.49
H 1.40 -3.73 -0.42
N -6.82 0.37 2.18
H 3.59 0.48 2.71
C 4.86 -3.35 -2.11
H 4.99 -1.03 -6.33
C 5.71 5.61 -1.58
N 1.30 0.48 0.15
H -3.54 1.93 -0.04
N -4.78 0.30 0.93
H -0.71 -1.12 -2.13
C 2.57 0.02 0.20
C -1.76 -0.88 -1.93
C -7.47 1.42 -1.04
C 5.00 -2.59 2.36
C 5.24 -0.27 3.87
H -6.02 -2.49 -0.25
H -1.57 2.57 4.09
H -3.11 -0.05 4.14
H 5.88 6.67 -1.69
H -3.46 -2.77 3.05
C 5.34 5.09 -0.35
O -2.22 -1.14 2.68
H 4.19 -4.87 -3.47
C -7.00 2.73 -0.42
Se 1.04 -2.27 1.93
P 5.05 1.10 -1.06
C 5.61 3.41 -2.54
H -2.55 3.52 2.03
H -8.56 1.39 -1.09
H 5.83 -3.24 -2.58
H 7.09 -1.02 -5.01
C 3.28 -2.70 -0.41
H -3.55 -1.77 -1.21
H -7.22 0.49 3.09
N 2.50 1.93 -0.91
C 2.69 -4.40 -2.01
H -7.34 3.58 -1.02
H -3.91 -2.02 0.84
O -0.63 0.99 3.12
H -7.41 2.87 0.59
O -4.83 0.68 3.18
H 5.72 2.76 -3.40
C -2.59 -2.50 2.44
C -1.16 2.32 3.11
C -2.23 2.47 2.06
H -7.13 -1.06 -1.99
H -0.08 -0.54 4.28
C 4.53 -2.56 -1.01
H -3.24 -3.68 0.80
C 2.37 -3.62 -0.91
C -7.67 0.23 1.12
C -2.21 -0.66 4.02
C -5.42 0.47 2.11
C 6.18 -0.63 -4.58
H -2.79 1.58 -2.29
H 2.92 -0.11 -5.35
H 5.24 5.74 0.51
C -2.03 1.56 -1.51
O -1.66 2.10 0.80
C 3.84 0.40 -3.48
C 5.98 -2.49 3.34
H 4.91 -3.50 1.78
C -0.93 0.13 4.22
H -2.27 -0.68 -2.87
C -7.52 -1.09 -0.97
P 2.80 -1.60 0.94
C 5.02 0.39 -2.74
H 1.98 -5.11 -2.40
H 2.93 0.81 -3.06
H -7.50 -3.25 -0.82
C 4.26 -0.36 2.90
H -7.48 -2.43 0.74
H -3.10 1.85 2.28
C -7.11 -2.39 -0.29
C 6.10 -1.33 4.09
O -1.83 0.23 -1.05
O -8.87 0.17 1.28
H 6.12 5.18 -3.64
H -2.62 3.39 -0.52
O -4.91 0.08 -1.30
H -2.33 -2.95 -1.78
C -3.02 -2.63 1.00
C 5.00 -0.63 -5.32
H 4.85 3.32 0.76
H -0.99 0.71 5.15
H 5.33 0.64 4.46
C 5.25 2.88 -1.31
C -7.02 0.17 -0.25
C -5.48 0.16 -0.21
Se 6.57 0.29 0.15
H -1.09 1.97 -1.87
C -2.55 2.32 -0.30
H 5.25 -1.85 -0.63
C 6.18 -0.13 -3.29
H -2.23 -1.49 4.72
C 3.94 -4.26 -2.61
H 7.09 -0.14 -2.69
H 6.87 -1.25 4.85
H -5.91 2.78 -0.36
H -8.61 -1.03 -1.02
*
```

Output
Strongest force on any atom   1.0 eV/Å
M   1037.9 u
HOMO-LUMO gap   8.202 eV
LUMO level   0.355 eV
HOMO level   -7.85 eV
Calculated total energy   -238000.9639 eV
Energy relative to the best compared isomer or geometry (same formula, charge and spin)   0.184 eV